(1)
84
Properties=species:S:1:pos:R:3 method="wB97M-V/def2-TZVPD" spin_multiplicity=4 gap_ev="6.219 / 7.438" e_homo_ev="-5.89 / -7.41"
V 0.420 -0.064 1.335
C -0.059 2.260 6.898
C -1.160 1.651 6.031
N -0.741 0.461 5.331
C -0.003 0.494 4.194
S 0.580 -1.021 3.580
N 0.272 1.607 3.576
N 0.939 1.368 2.428
C 1.996 2.091 2.150
C 2.366 3.260 3.010
C 2.711 1.599 1.023
C 3.848 2.189 0.451
C 4.422 1.622 -0.665
C 3.819 0.493 -1.222
C 2.720 -0.052 -0.588
N 2.190 0.437 0.530
H -0.412 3.177 7.363
H 0.242 1.564 7.678
H 0.805 2.487 6.278
H -2.023 1.383 6.649
H -1.472 2.370 5.271
H -0.617 -0.378 5.877
H 2.444 2.938 4.050
H 3.300 3.719 2.705
H 1.567 3.999 2.957
H 4.266 3.083 0.888
H 5.307 2.053 -1.111
H 4.210 0.038 -2.118
H 2.245 -0.936 -0.995
N -2.137 -4.055 0.363
C -2.124 -2.853 0.969
N -0.894 -2.430 1.087
C -0.155 -3.418 0.513
N -0.891 -4.422 0.067
C 1.287 -3.363 0.413
C 1.990 -4.244 -0.415
N 3.309 -4.259 -0.461
C 3.937 -3.363 0.301
C 3.249 -2.441 1.075
N 1.921 -2.436 1.146
H -2.921 -4.623 0.080
H -3.009 -2.361 1.315
H 1.464 -4.945 -1.045
H 5.017 -3.402 0.281
H 3.765 -1.697 1.672
N -3.337 1.655 1.882
C -3.577 0.638 2.761
C -2.473 -0.162 2.718
N -1.580 0.348 1.828
C -2.115 1.443 1.348
H -3.954 2.423 1.673
H -4.485 0.568 3.324
H -2.254 -1.049 3.280
H -1.647 2.117 0.657
O 0.385 2.451 -0.373
C 0.101 1.482 -1.059
N 0.051 1.485 -2.426
C -0.629 0.311 -2.907
C -0.667 -0.520 -1.587
O -1.085 -1.662 -1.530
N -0.247 0.253 -0.584
C -2.087 0.544 -3.240
C -2.831 -0.510 -3.759
C -4.180 -0.353 -4.019
C -4.805 0.857 -3.768
C -4.072 1.904 -3.237
C -2.725 1.746 -2.962
C 0.114 -0.355 -4.041
C -0.091 0.089 -5.343
C 0.563 -0.514 -6.401
C 1.433 -1.567 -6.171
C 1.658 -1.998 -4.876
C 1.005 -1.394 -3.816
H 0.173 2.323 -2.968
H -2.344 -1.456 -3.936
H -4.749 -1.181 -4.416
H -5.857 0.983 -3.980
H -4.553 2.848 -3.029
H -2.174 2.565 -2.525
H -0.780 0.902 -5.525
H 0.383 -0.170 -7.409
H 1.932 -2.048 -6.999
H 2.337 -2.817 -4.688
H 1.170 -1.755 -2.812

=====

(2)
81
Properties=species:S:1:pos:R:3 method="wB97M-V/def2-TZVPD" total_charge=-1 gap_ev="6.590 / 6.605" e_homo_ev="-4.81 / -4.85"
Pt -0.370 -2.794 1.497
N 1.817 -4.245 0.769
C 1.525 -5.649 1.045
C 1.151 -5.834 2.521
C 0.381 -4.565 2.948
O -0.858 -4.550 2.756
O 1.059 -3.638 3.437
H 2.184 -4.136 -0.169
H 2.494 -3.891 1.441
H 2.377 -6.307 0.801
H 0.679 -5.931 0.414
H 2.045 -5.910 3.139
H 0.529 -6.717 2.644
Se -1.370 -1.475 3.484
C -2.841 -0.767 2.488
C -3.811 -1.618 1.966
C -4.895 -1.060 1.310
N -5.079 0.245 1.176
C -4.151 1.048 1.676
C -3.020 0.607 2.334
H -3.712 -2.689 2.057
H -5.659 -1.692 0.878
H -4.332 2.109 1.543
H -2.297 1.313 2.726
C -0.036 0.506 0.656
C 0.832 1.643 0.160
As 0.268 3.397 0.895
C 1.367 4.395 -0.398
C 2.731 4.126 -0.474
C 3.543 4.790 -1.374
C 3.004 5.753 -2.211
C 1.654 6.048 -2.131
C 0.846 5.375 -1.231
C -1.465 3.603 -0.001
C -2.438 4.383 0.618
C -3.677 4.570 0.031
C -3.966 3.967 -1.182
C -3.009 3.182 -1.803
C -1.768 3.008 -1.218
P 0.611 -1.176 0.239
C 2.349 -1.031 0.752
C 2.579 -0.656 2.078
C 3.869 -0.549 2.559
C 4.944 -0.846 1.734
C 4.722 -1.267 0.433
C 3.431 -1.365 -0.057
C 0.564 -1.098 -1.582
C 1.383 -0.298 -2.376
C 1.157 -0.222 -3.740
C 0.135 -0.955 -4.325
C -0.669 -1.768 -3.545
C -0.457 -1.828 -2.181
H -1.049 0.561 0.244
H -0.129 0.545 1.748
H 0.829 1.698 -0.931
H 1.865 1.475 0.481
H 3.165 3.381 0.183
H 4.600 4.561 -1.425
H 3.633 6.267 -2.925
H 1.229 6.805 -2.777
H -0.211 5.609 -1.178
H -2.213 4.845 1.575
H -4.425 5.175 0.524
H -4.936 4.101 -1.638
H -3.232 2.693 -2.740
H -1.029 2.399 -1.723
H 1.738 -0.457 2.728
H 4.039 -0.231 3.578
H 5.955 -0.761 2.108
H 5.560 -1.512 -0.205
H 3.260 -1.701 -1.070
H 2.198 0.264 -1.940
H 1.787 0.412 -4.352
H -0.024 -0.899 -5.391
H -1.456 -2.358 -3.988
H -1.091 -2.441 -1.565
F -3.564 -2.336 -1.412
B -3.310 -3.600 -0.919
F -2.268 -3.489 0.062
F -4.424 -4.134 -0.331
F -2.842 -4.409 -1.934